No. 1
The following is a DFT calculation (wB97M-V/def2-TZVPD) of a single C2H5N3S2 molecule.

Summary:
Orbital gap = 9.6 eV
Energy above the lowest of the compared OMol25 structures with the same formula, charge and spin = 41.3 kcal/mol
SMILES string = [H]/N=C(/N)S/C=N\S
LUMO level = 0.679 eV

Cartesian coordinates (Å):
S1 0.73 0.26 0.26
S2 -2.07 1.06 1.55
N1 1.26 -0.41 -2.35
N2 2.82 -1.08 -0.76
N3 -1.98 -0.26 0.47
C1 -0.87 -0.43 -0.13
C2 1.63 -0.46 -1.12
H1 2.75 -1.70 0.04
H2 -0.89 -1.20 -0.89
H3 3.21 -1.56 -1.58
H4 0.42 0.15 -2.46
H5 -3.29 0.80 1.84

No. 2
The following is a DFT calculation (wB97M-V/def2-TZVPD) of 8 unconnected molecules or ions with the total composition C6H26NO8.

Summary:
Charge = +1
Orbital gap = 9.0 eV
Energy above the lowest of the compared OMol25 structures with the same formula, charge and spin = 60.1 kcal/mol
LUMO level = -2.610 eV

Cartesian coordinates (Å):
O1 0.33 1.53 2.85
O2 2.77 1.87 1.95
O3 -0.82 -2.58 -2.89
O4 0.37 3.94 -0.24
O5 2.67 0.91 -3.20
O6 -2.89 0.00 -2.18
O7 0.74 -1.00 -1.49
O8 1.81 1.45 -0.45
N1 -0.83 0.68 -0.15
C1 0.58 -2.41 1.44
C2 -0.69 -1.64 1.67
C3 -3.16 -0.33 -1.08
C4 -2.09 -0.20 0.13
C5 -1.05 -1.10 2.85
C6 -1.65 -1.61 0.49
H1 -0.89 -3.48 -2.90
H2 -2.52 0.24 1.07
H3 0.23 -1.74 -1.91
H4 -0.28 4.39 -0.82
H5 -1.22 -2.05 -0.40
H6 1.27 1.80 2.54
H7 3.15 1.17 2.26
H8 1.50 -0.66 -1.90
H9 -4.18 -0.90 -0.90
H10 0.60 4.69 0.34
H11 -2.52 -2.26 0.90
H12 -1.89 -0.60 3.17
H13 1.41 -2.35 2.02
H14 -0.04 0.06 -0.60
H15 1.51 2.43 -0.82
H16 -0.51 1.22 0.66
H17 2.29 1.07 -1.29
H18 -1.07 1.39 -0.86
H19 0.33 -3.43 1.79
H20 0.11 2.03 3.67
H21 -0.60 -1.22 3.80
H22 0.91 -2.32 0.45
H23 -1.60 -2.40 -3.56
H24 3.39 1.16 -3.61
H25 2.05 0.66 -3.84
H26 2.46 1.57 1.03

No. 3
The following is a DFT calculation (wB97M-V/def2-TZVPD) of 2 unconnected molecules or ions with the total composition CH2ClNO.

Summary:
Orbital gap = 10.9 eV
Energy above the lowest of the compared OMol25 structures with the same formula, charge and spin = 47.8 kcal/mol
LUMO level = 0.412 eV

Cartesian coordinates (Å):
Cl1 0.89 -1.74 -0.04
O1 -1.53 0.48 -1.15
N1 0.49 -0.08 0.59
C1 -2.21 1.25 -0.64
H1 1.13 0.44 -0.05
H2 1.23 -0.35 1.29

No. 4
The following is a DFT calculation (wB97M-V/def2-TZVPD) of a molecular structure, CH12F3NaO9S.

Summary:
Orbital gap = 8.0 eV
Energy above the lowest of the compared OMol25 structures with the same formula, charge and spin = 188.4 kcal/mol
LUMO level = -1.015 eV

Cartesian coordinates (Å):
S1 -1.54 2.12 -1.97
Na1 0.14 -0.32 0.93
F1 0.98 1.10 -2.18
F2 0.30 1.38 -0.15
F3 -0.28 -0.34 -1.32
O1 0.12 1.33 2.10
O2 -1.04 3.49 -1.66
O3 -2.70 1.59 -1.25
O4 2.02 -0.01 0.86
O5 -1.60 1.87 -3.42
O6 -0.14 -1.62 2.24
O7 -1.63 -0.12 0.35
O8 1.43 -1.25 -1.68
O9 0.10 -2.01 0.05
C1 -0.07 0.95 -1.38
H1 -2.26 -0.84 0.34
H2 0.98 -2.34 -0.09
H3 -0.54 -1.25 3.03
H4 0.96 -1.03 -2.48
H5 0.76 -1.19 -0.99
H6 0.47 2.20 1.88
H7 2.52 -0.79 0.63
H8 2.63 0.71 0.70
H9 0.21 -2.46 2.52
H10 -1.97 0.51 -0.28
H11 0.55 1.10 2.92
H12 -0.41 -2.78 0.29

No. 5
The following is a DFT calculation (wB97M-V/def2-TZVPD) of 4 unconnected molecules or ions with the total composition C26H62FN2O12PS.

Summary:
Orbital gap = 9.2 eV
Energy above the lowest of the compared OMol25 structures with the same formula, charge and spin = 6.8 kcal/mol
SMILES string = CC(=O)N(C)[PH](F)(CCCCN)S(C)(=O)=O.COCCOCCOC.COCCOCCOC.COCCOCCOC
LUMO level = 0.333 eV

Cartesian coordinates (Å):
S1 4.61 2.52 3.73
P1 3.20 2.06 5.37
F1 2.27 1.71 6.73
O1 -4.45 1.65 -3.08
O2 -6.54 -8.69 -0.75
O3 4.57 2.48 -1.19
O4 5.04 2.72 -4.62
O5 3.95 3.25 2.66
O6 -2.34 2.13 -0.93
O7 -5.42 -6.12 -1.98
O8 5.35 1.33 3.36
O9 0.61 3.02 4.31
O10 5.76 4.90 -2.61
O11 -3.45 -0.98 -1.90
O12 -3.79 -8.62 -2.60
N1 2.63 3.67 5.28
N2 -1.06 0.31 3.77
C1 -1.23 2.98 -1.13
C2 -4.42 -1.91 -1.46
C3 -3.46 -8.89 -3.95
C4 -4.63 1.86 -1.69
C5 2.42 4.34 6.58
C6 -3.55 -0.65 -3.28
C7 4.29 3.08 -5.75
C8 -4.31 -6.65 -1.27
C9 1.11 -0.34 2.62
C10 1.50 3.84 4.39
C11 4.20 3.83 -1.01
C12 -3.29 -7.39 -2.12
C13 -6.90 -8.78 0.61
C14 5.19 1.90 -0.05
C15 6.57 3.84 -3.09
C16 6.28 3.39 -4.50
C17 -3.38 0.83 -3.52
C18 2.53 0.58 4.52
C19 5.80 3.67 4.47
C20 -6.39 -7.02 -2.51
C21 4.41 4.64 -2.28
C22 1.54 5.10 3.58
C23 -3.60 2.76 -1.04
C24 -7.26 -7.71 -1.48
C25 -0.32 0.19 2.52
C26 2.16 0.71 3.02
H1 1.11 -1.11 3.40
H2 -3.64 -8.01 -4.58
H3 5.43 4.00 5.43
H4 -4.11 -9.69 -4.29
H5 -4.63 -7.26 -0.42
H6 3.16 4.00 7.29
H7 -4.44 -1.87 -0.37
H8 5.83 4.53 3.81
H9 4.45 1.61 0.69
H10 -0.37 2.35 -1.36
H11 5.91 2.59 0.41
H12 -4.50 -0.98 -3.69
H13 3.97 5.62 -2.09
H14 -0.47 0.63 4.53
H15 -0.34 1.15 1.99
H16 -0.88 -0.49 1.89
H17 5.73 1.01 -0.38
H18 -7.05 -6.38 -3.10
H19 -3.95 3.01 -0.03
H20 6.32 4.26 -5.17
H21 -6.09 -9.30 1.13
H22 -2.42 -9.20 -4.05
H23 -1.40 3.67 -1.96
H24 -3.80 -5.78 -0.86
H25 3.30 -0.19 4.60
H26 -8.08 -8.20 -2.01
H27 3.27 2.73 -5.59
H28 -2.74 -1.17 -3.81
H29 -3.51 3.69 -1.62
H30 3.13 3.86 -0.75
H31 -4.14 -2.93 -1.77
H32 4.32 1.87 6.20
H33 6.57 2.99 -2.40
H34 1.69 0.24 5.11
H35 4.77 4.28 -0.19
H36 -4.72 0.92 -1.15
H37 1.41 4.20 6.95
H38 7.58 4.25 -3.09
H39 7.08 2.70 -4.81
H40 -3.35 0.97 -4.61
H41 2.26 5.79 3.99
H42 1.85 1.71 2.75
H43 3.86 4.20 -3.11
H44 3.07 0.50 2.46
H45 -2.97 -6.74 -2.94
H46 0.56 5.57 3.59
H47 -2.42 -7.60 -1.49
H48 4.26 4.17 -5.88
H49 -5.94 -7.74 -3.19
H50 -5.59 2.38 -1.61
H51 1.86 4.87 2.57
H52 2.59 5.41 6.43
H53 6.77 3.19 4.53
H54 -7.02 -7.79 1.06
H55 -5.42 -1.67 -1.84
H56 -7.82 -9.35 0.74
H57 -1.02 3.55 -0.22
H58 1.41 -0.85 1.71
H59 -1.45 -0.58 4.03
H60 -7.68 -6.96 -0.80
H61 4.68 2.62 -6.66
H62 -2.42 1.19 -3.14

No. 6
The following is a DFT calculation (wB97M-V/def2-TZVPD) of a single C3H3N2P molecule.

Summary:
Orbital gap (alpha / beta) = 7.5 / 7.6 eV
Energy above the lowest of the compared OMol25 structures with the same formula, charge and spin = 78.0 kcal/mol
SMILES string = N#CC=[PH2]C#N
LUMO level (alpha / beta) = -2.600 / -2.601 eV

Cartesian coordinates (Å):
P1 0.39 0.32 -0.03
N1 -2.58 -1.75 -0.18
N2 3.64 -0.52 -0.06
C1 -1.42 0.47 0.28
C2 2.53 -0.37 0.11
C3 -2.06 -0.75 0.07
H1 0.39 0.02 -1.38
H2 -1.66 0.95 1.23
H3 0.78 1.64 -0.03

No. 7
The following is a DFT calculation (wB97M-V/def2-TZVPD) of a molecular structure, C39H33AsF5N4NdO7.

Summary:
Charge = +2
Orbital gap (alpha / beta) = 6.4 / 6.4 eV
Energy above the lowest of the compared OMol25 structures with the same formula, charge and spin = 0.0 kcal/mol
LUMO level (alpha / beta) = -6.326 / -6.324 eV
2S+1 = 4

Cartesian coordinates (Å):
Nd1 0.02 -0.09 -0.32
As1 -2.75 1.69 -1.61
F1 0.57 1.38 -2.63
F2 0.62 4.67 0.68
F3 2.35 5.68 -3.64
F4 1.65 3.15 -4.42
F5 1.55 6.52 -1.08
O1 -2.50 1.25 3.09
O2 -1.94 -3.25 -3.10
O3 4.35 -0.29 -1.86
O4 2.34 -3.77 1.84
O5 -1.76 0.40 1.22
O6 0.24 2.08 0.02
O7 1.42 -2.37 0.31
N1 -1.56 -1.63 -1.62
N2 1.01 -1.44 -2.34
N3 2.47 0.19 -0.75
N4 0.08 -1.09 2.22
C1 -3.23 -3.17 -2.36
C2 -0.62 -0.76 4.49
C3 1.05 -2.40 3.92
C4 1.71 4.86 -2.78
C5 -3.32 1.99 -3.45
C6 -3.85 -1.79 0.95
C7 -3.04 -2.54 0.09
C8 -2.56 3.52 -0.92
C9 3.22 1.81 4.03
C10 3.44 1.34 1.29
C11 0.89 2.65 -2.24
C12 1.36 5.28 -1.47
C13 2.94 -2.24 -3.51
C14 1.60 -2.73 1.46
C15 3.53 0.52 3.57
C16 -0.67 -0.48 3.13
C17 0.26 -2.35 -3.02
C18 -2.25 -3.56 0.62
C19 3.03 2.82 3.10
C20 3.51 1.11 -0.22
C21 3.04 -0.49 -1.69
C22 0.86 4.32 -0.59
C23 -2.17 -3.72 1.99
C24 1.43 3.55 -3.17
C25 0.65 2.95 -0.86
C26 -2.97 -2.95 2.84
C27 3.11 2.60 1.74
C28 -3.86 -2.06 2.32
C29 2.29 -1.41 -2.57
C30 -1.72 0.42 2.44
C31 0.79 -3.15 -4.01
C32 4.80 0.46 -0.67
C33 -1.12 -2.39 -2.56
C34 0.90 -2.08 2.58
C35 3.58 0.28 2.20
C36 2.17 -3.07 -4.28
C37 -4.49 1.38 -0.81
C38 0.29 -1.72 4.90
C39 -2.97 -2.06 -1.35
H1 -2.98 -3.12 3.89
H2 -4.25 2.61 -3.52
H3 3.27 2.05 5.08
H4 -4.44 1.01 0.23
H5 -3.53 4.03 -1.04
H6 5.53 1.18 -0.99
H7 -3.64 -1.21 -1.49
H8 0.38 -2.00 5.91
H9 4.00 -2.20 -3.59
H10 -1.26 -0.32 5.22
H11 -2.29 3.53 0.16
H12 -5.02 2.32 -0.76
H13 -2.54 2.45 -4.03
H14 2.56 -3.73 -5.02
H15 3.74 -0.36 4.24
H16 -1.57 -4.49 2.44
H17 -1.77 4.03 -1.44
H18 -2.22 1.25 4.02
H19 3.92 -0.68 1.85
H20 -4.03 -2.95 -3.05
H21 -1.68 -4.16 -0.06
H22 -3.53 1.03 -3.93
H23 -4.50 -0.98 0.56
H24 2.89 3.84 3.48
H25 -4.46 -1.42 2.93
H26 1.75 -3.15 4.19
H27 5.19 -0.26 0.05
H28 3.33 2.09 -0.69
H29 3.03 3.43 1.06
H30 -5.09 0.67 -1.37
H31 -3.45 -4.18 -1.98
H32 2.67 -4.21 1.05
H33 0.22 -3.88 -4.56